Below is a structure of composition C32H44BrN3P2PdS at a distorted geometry, with properties calculated with ωB97M-V/def2-TZVPD.

Output
2S+1 ... 1
Frontier orbital gap ... 5.65 eV

The geometry in XYZ format:
```
84
Properties=species:S:1:pos:R:3:forces:R:3
C 3.19269 4.74731 -0.85418 0.00 0.12 -0.63
C 2.04689 4.14560 -1.40799 0.58 -0.26 -0.09
C 2.01583 3.87294 -2.78810 0.51 0.57 0.04
C 3.10140 4.28346 -3.56589 -0.24 -0.19 0.68
N 4.17095 4.88112 -3.03620 0.25 0.43 -0.26
C 4.21381 5.13891 -1.72545 -0.50 -0.50 0.10
C 0.93341 3.77336 -0.59702 -2.42 1.33 0.94
C -0.17092 3.79209 -0.02456 2.58 -1.46 -1.33
C -1.19983 2.95636 0.52102 -0.44 0.24 0.86
C -0.88179 2.21729 1.68095 -0.89 0.69 -0.71
C -1.70657 1.14540 2.01908 -0.09 -0.63 -1.14
C -2.58486 0.68309 0.98190 -1.86 0.60 1.29
C -3.17189 1.62999 0.09086 0.55 -0.58 0.06
C -2.44165 2.77915 -0.14394 0.54 -0.03 0.24
Pd -1.27398 -0.65152 0.22579 1.22 -0.60 -0.71
P 0.97774 -0.53978 -0.15712 -0.28 -0.18 0.76
H 1.16693 3.38457 -3.25046 -0.02 0.05 0.14
H 3.27711 4.93078 0.21244 -0.15 0.00 -0.16
H 3.09047 4.11679 -4.64997 0.16 0.07 0.44
H 5.09092 5.67252 -1.33440 -0.31 -0.32 -0.31
H -2.76553 3.54006 -0.84872 0.01 -0.26 -0.01
H -0.01082 2.49557 2.26678 -0.33 -0.08 -0.04
H -4.11256 1.41501 -0.40828 0.25 0.03 0.00
H -1.75643 0.71211 3.00625 0.51 -0.39 -0.11
C 1.76919 -2.19233 -0.00522 0.17 0.23 -0.10
C 3.15085 -2.36684 -0.60814 0.44 -0.72 0.08
H 1.07260 -2.91974 -0.45217 0.20 0.18 0.23
H 1.79890 -2.39817 1.07995 0.09 0.14 -0.41
H 3.52177 -3.34663 -0.30562 0.17 -0.16 -0.14
H 3.14654 -2.34836 -1.69817 -0.11 0.04 0.01
H 3.88224 -1.64619 -0.25004 -0.18 -0.06 -0.17
C 1.28149 0.06428 -1.85863 0.17 0.02 -0.12
C 2.68569 0.52361 -2.24027 0.16 0.15 -0.54
H 0.57819 0.90550 -1.99295 0.14 -0.34 0.01
H 0.95439 -0.74737 -2.53022 0.01 0.28 0.20
H 2.69844 0.74482 -3.31196 0.05 0.05 -0.01
H 2.96797 1.45429 -1.73808 -0.05 -0.25 0.00
H 3.45668 -0.23472 -2.07206 -0.21 0.22 0.06
C 1.92131 0.52128 0.98195 0.45 -0.03 -0.09
C 3.44085 0.43930 0.91665 0.57 0.43 0.17
H 1.57988 0.22296 1.98372 -0.01 0.14 -0.43
H 1.57556 1.54782 0.80888 0.03 -0.09 -0.07
H 3.88363 1.21628 1.55001 -0.02 -0.05 0.02
H 3.83096 -0.51599 1.28318 -0.19 0.21 0.05
H 3.83604 0.60105 -0.09115 -0.05 -0.08 0.34
Br -3.56134 -1.07415 1.35659 -0.96 1.16 1.14
P -2.25682 -2.02182 -1.58822 0.62 0.93 0.81
C -1.01038 -2.73887 -2.72996 -0.04 -0.28 -0.25
C -1.38256 -4.06571 -3.40119 0.37 -0.06 -0.38
H -0.11469 -2.88613 -2.10356 -0.26 0.06 -0.37
H -0.75148 -1.98117 -3.48480 -0.06 -0.15 0.20
H -0.56071 -4.37939 -4.05829 -0.16 -0.01 0.08
H -1.51620 -4.86693 -2.66426 0.00 0.20 -0.26
H -2.28400 -3.99533 -4.02559 0.15 0.03 0.26
C -3.32838 -3.43665 -1.12629 -0.25 -0.22 -0.06
C -4.67319 -3.47440 -1.85158 -0.30 -0.46 0.18
H -3.47470 -3.37094 -0.03403 0.00 0.04 -0.48
H -2.78421 -4.38227 -1.30374 -0.21 0.53 0.15
H -5.37284 -4.09401 -1.28360 -0.06 0.04 -0.08
H -5.12338 -2.48453 -1.95403 0.05 -0.11 0.04
H -4.58835 -3.92759 -2.84491 0.05 0.19 0.08
C -3.19124 -0.72925 -2.51370 -0.22 -0.34 -0.73
C -3.56240 -1.02310 -3.97003 -0.38 0.36 -0.21
H -2.54915 0.16730 -2.48184 -0.12 -0.36 0.12
H -4.08837 -0.46551 -1.93136 0.30 -0.18 -0.05
H -4.03511 -0.13075 -4.40252 0.08 -0.15 -0.03
H -2.68214 -1.23897 -4.58604 -0.13 -0.08 0.15
H -4.28902 -1.83841 -4.07502 0.29 0.09 0.07
N 0.14472 -2.97389 2.99148 0.02 -0.73 -0.33
C 0.26298 -1.95858 3.86035 0.46 1.97 0.39
N 0.64924 -0.73082 3.57351 0.04 -1.29 -0.18
C 0.59512 0.11942 4.66612 -0.80 -0.58 0.74
C 0.78327 1.52147 4.68195 -0.29 -0.44 0.01
C 0.28986 2.25601 5.76655 0.45 -0.39 0.07
C -0.14659 1.60503 6.93450 -0.05 -0.34 -0.15
C -0.19666 0.20410 6.98164 0.14 0.18 -0.08
C 0.11936 -0.52596 5.84260 0.11 0.72 -0.25
S -0.14152 -2.24045 5.54946 0.05 0.58 0.03
H -0.18875 -3.86720 3.33476 0.06 0.42 -0.29
H 0.16514 -2.81269 1.98787 -0.17 0.17 0.45
H 1.29018 2.00620 3.84301 -0.46 -0.13 0.19
H 0.25814 3.34708 5.70537 0.25 -0.37 0.13
H -0.44275 2.18792 7.81142 0.05 -0.23 -0.38
H -0.49561 -0.34610 7.86489 -0.13 0.29 0.14
```
Positions in Å, forces in eV/Å.

---

Below is a cluster of 6 separate species, C15H28F3NO13 in total at a distorted geometry, with properties calculated with ωB97M-V/def2-TZVPD.

Output
2S+1 ... 1
Frontier orbital gap ... 8.06 eV

The geometry in XYZ format:
```
60
Properties=species:S:1:pos:R:3:forces:R:3
N 0.58840 -0.78267 -1.37068 -6.00 -2.00 -4.03
H 1.23040 -1.48067 -1.56968 2.54 -0.81 -1.20
H -0.17760 -1.40167 -0.97468 0.27 1.78 -0.10
H 0.15040 -0.19567 -2.19568 1.16 -2.03 1.59
H 0.85540 -0.11967 -0.77568 1.80 3.46 4.12
O -1.25260 0.59533 0.68632 -0.31 -0.93 -0.78
H -0.70760 1.25133 1.09432 0.46 0.55 0.36
C -0.34560 0.01833 3.84532 -0.10 -1.30 2.47
C -1.52360 -0.83567 3.38032 -0.74 -0.64 2.76
O -2.53960 -0.65267 4.41932 2.44 0.16 -0.85
C -2.05560 0.31833 5.29432 -7.53 -0.83 1.93
O -2.86060 0.70433 6.14432 2.70 -0.52 -1.24
O -0.93460 0.78433 4.98832 4.26 0.70 -2.02
F -1.22560 -2.19267 3.32932 -0.16 1.04 -0.43
H -0.09660 0.58933 3.01332 0.47 1.80 -0.96
H 0.58140 -0.47667 4.24432 -1.19 0.06 -0.41
H -1.91360 -0.39467 2.49432 -0.18 -0.50 -1.39
C -2.63460 2.81533 -1.57768 -1.37 -1.97 -2.46
C -2.70560 3.48833 -0.19068 2.78 -1.80 -2.48
O -3.97860 4.02433 -0.09068 0.47 -0.60 1.03
C -4.70260 3.76033 -1.22168 1.41 -1.39 -0.97
O -5.80460 4.05933 -1.44268 -2.07 1.20 0.52
O -4.00360 3.02833 -2.10568 1.64 -0.26 0.72
F -1.75560 4.49733 -0.23768 -0.22 0.90 0.27
H -2.38160 1.58333 -1.71968 -0.73 3.68 1.06
H -1.99060 3.41033 -2.24768 0.05 -0.45 0.39
H -2.11660 2.68033 0.31632 -2.00 0.45 1.97
C -4.24260 -1.22467 -0.06468 5.96 3.07 -0.24
C -3.08860 -2.25267 -0.09668 -5.89 -1.00 -4.70
O -2.58160 -2.19267 -1.40768 0.08 -0.40 0.78
C -3.34360 -1.35967 -2.17368 2.23 0.64 0.45
O -3.01460 -1.07667 -3.26668 0.07 -0.22 -1.96
O -4.21360 -0.70667 -1.48368 -2.30 0.34 3.64
F -3.62960 -3.51267 0.06932 0.18 -0.02 0.19
H -4.12360 -0.52467 0.87532 0.62 -0.04 -2.70
H -5.09260 -1.58967 0.20932 -5.44 -2.96 0.39
H -2.39560 -2.12667 0.54932 4.85 0.88 4.41
C 1.21040 2.64933 0.05832 1.05 0.52 2.51
O 2.12240 1.60633 -0.23168 0.07 -0.91 -0.45
C 3.03440 1.23433 0.74832 5.25 3.46 -0.26
C 4.14940 0.22133 0.27132 -1.32 4.20 0.07
O 3.42440 -0.82567 -0.10768 0.18 -5.79 -0.94
C 4.33340 -1.99467 -0.13368 -1.78 -2.81 -0.85
C 4.08440 -2.84567 -1.46668 -1.43 0.81 2.13
O 4.71140 -2.22367 -2.52768 -0.24 1.17 1.96
C 4.44940 -2.69867 -3.73868 -1.02 -4.70 -4.21
H 0.68840 2.57933 1.09032 1.53 0.43 -1.29
H 0.43540 2.51933 -0.57168 -2.75 -0.76 -2.25
H 1.58940 3.63033 -0.26068 0.42 -0.07 0.97
H 2.59340 0.89533 1.61932 -1.17 -0.76 1.86
H 3.79040 2.17533 1.04132 -2.22 -1.73 -0.40
H 4.85140 -0.06467 1.07332 -0.15 0.83 -0.13
H 4.61640 0.71033 -0.62668 0.33 -0.41 0.85
H 4.20240 -2.78867 0.78332 0.13 2.40 -1.90
H 5.35540 -1.64167 -0.21468 0.14 -0.02 0.29
H 2.99340 -3.12467 -1.57868 0.19 1.51 -0.41
H 4.33540 -3.86367 -1.39768 1.72 -1.50 0.62
H 5.28940 -3.56767 -4.16868 -2.36 2.22 1.37
H 4.45140 -1.90667 -4.43868 0.43 0.90 -0.83
H 3.31540 -3.18467 -3.96168 2.79 0.96 1.17
```
Positions in Å, forces in eV/Å.

---

Below is a structure of composition C29H25BCl5MoN12S2, with properties calculated with ωB97M-V/def2-TZVPD.

Output
2S+1 ... 4
Net charge ... +2
Frontier orbital gap (alpha / beta) ... 7.65 / 5.33 eV

The geometry in XYZ format:
```
75
Properties=species:S:1:pos:R:3:forces:R:3
Mo 0.80647 0.56911 0.08692 0.30 0.12 -0.51
C 0.19240 4.05728 -2.44345 -0.06 0.00 -0.03
C 0.97590 3.00656 -1.99788 0.10 0.01 0.10
N 0.40705 2.42382 -0.93560 -0.14 0.16 0.01
N -0.75087 3.09508 -0.68604 0.00 -0.14 0.01
C -0.90070 4.06420 -1.59853 0.00 0.07 0.01
B -1.74167 2.59305 0.40199 0.03 -0.08 0.03
N -2.18902 1.15991 -0.04916 0.04 0.06 -0.11
C -3.39057 0.65124 -0.34795 -0.02 0.00 0.00
C -3.22545 -0.61935 -0.87730 -0.03 0.00 0.00
C -1.86044 -0.82532 -0.87881 0.06 -0.01 0.00
N -1.22864 0.25045 -0.39251 -0.12 -0.04 0.11
N -0.92866 2.43813 1.72775 0.07 -0.10 -0.12
C -1.07022 3.05925 2.90107 -0.05 0.00 0.06
C -0.03883 2.66796 3.74264 -0.03 0.01 0.01
C 0.71269 1.78067 2.99613 -0.09 -0.05 0.01
N 0.16613 1.64243 1.77398 -0.17 0.19 0.19
N -2.84656 3.57533 0.61081 -0.05 0.07 -0.08
C -2.70063 4.91430 0.84306 -0.03 -0.01 0.01
C -3.93471 5.42766 1.12574 0.00 -0.01 0.01
C -4.79914 4.31536 1.05448 -0.02 -0.01 0.01
N -4.14855 3.21004 0.75557 0.06 0.03 0.02
H 0.38333 4.71217 -3.27440 0.01 0.02 0.01
H 1.91235 2.64685 -2.38753 -0.01 -0.03 0.00
H -1.76829 4.70172 -1.58455 -0.01 -0.02 -0.02
H -4.27247 1.23730 -0.15410 0.00 0.01 0.01
H -3.99851 -1.29273 -1.20147 0.00 0.00 0.00
H -1.29244 -1.69064 -1.17858 0.00 -0.02 0.03
H -1.89407 3.73303 3.07058 0.00 0.00 -0.01
H 0.13026 2.98437 4.75632 0.00 0.00 0.00
H 1.58975 1.21520 3.26135 0.05 0.00 -0.02
H -1.73546 5.39338 0.79951 0.01 0.00 0.00
H -4.18615 6.44935 1.34916 0.01 0.00 0.00
H -5.86563 4.28330 1.20982 0.00 0.00 0.00
Cl 3.07773 1.94605 0.57305 -0.08 -0.19 -0.05
C 3.59490 0.26695 0.58573 0.08 0.03 0.00
C 2.57110 -0.60437 0.31789 -0.08 -0.07 -0.10
C 2.90542 -1.94651 0.24471 -0.08 -0.13 0.04
Cl 1.66774 -3.12277 -0.09757 0.06 0.09 -0.07
C 4.20195 -2.38544 0.49282 0.02 0.00 0.00
Cl 4.58141 -4.05349 0.42897 0.00 0.00 0.01
C 5.20769 -1.45715 0.80642 -0.04 -0.01 0.00
Cl 6.79720 -1.98107 1.13616 0.01 -0.01 0.00
C 4.90497 -0.09659 0.84488 -0.01 0.03 -0.02
Cl 6.07951 1.08982 1.19466 0.01 0.00 0.01
C 0.93731 -4.71255 5.13699 -0.02 0.01 -0.04
C 1.39201 -3.46086 4.46428 0.00 -0.02 0.01
C 2.60754 -2.84440 4.77167 0.02 0.03 -0.01
C 2.94297 -1.67747 4.10466 -0.03 -0.01 0.01
N 2.16320 -1.14933 3.16200 -0.09 -0.10 0.08
C 1.03827 -1.82614 2.92813 0.14 0.00 0.12
S -0.05481 -1.28474 1.68060 0.01 0.07 -0.11
N 0.59773 -2.92696 3.53239 0.11 0.10 0.00
H 1.41161 -4.84012 6.10730 0.00 0.00 0.00
H 1.19923 -5.57155 4.51526 0.00 0.00 0.00
H -0.14458 -4.70384 5.24881 0.00 0.00 0.01
H 3.26414 -3.25722 5.52469 -0.01 0.00 0.00
H 3.86243 -1.14889 4.32889 0.00 0.00 0.00
C -0.41692 -4.58657 -3.87285 -0.01 0.02 0.00
C -0.49875 -3.10655 -4.03197 0.02 -0.06 0.03
C -1.31274 -2.44658 -4.91456 -0.01 0.04 -0.01
C -1.28231 -1.04685 -4.93616 -0.08 0.01 -0.01
N -0.48763 -0.34234 -4.11862 -0.01 -0.05 0.07
C 0.29994 -0.98595 -3.28244 -0.25 0.40 -0.06
S 1.48565 -0.16113 -2.31787 0.23 -0.37 0.33
N 0.28261 -2.34344 -3.23448 0.17 -0.07 0.03
C -2.13422 -0.26118 -5.87019 0.02 0.00 0.01
H -0.82903 -5.08663 -4.74499 0.00 0.00 0.00
H -0.99272 -4.89874 -2.99870 0.00 0.00 0.00
H 0.61461 -4.91093 -3.73364 0.00 0.00 -0.01
H -1.95173 -3.00188 -5.58481 0.00 0.00 0.00
H 0.94000 -2.78227 -2.59501 -0.02 0.02 0.01
H -2.67027 -0.89483 -6.57132 0.00 0.00 0.00
H -1.51041 0.44919 -6.41264 0.00 0.00 -0.01
H -2.85135 0.32485 -5.29217 0.00 0.00 0.01
```
Positions in Å, forces in eV/Å.

---

Below is a structure of composition C4H5ClSi at a distorted geometry, with properties calculated with ωB97M-V/def2-TZVPD.

Output
2S+1 ... 1
Frontier orbital gap ... 9.57 eV

The geometry in XYZ format:
```
11
Properties=species:S:1:pos:R:3:forces:R:3
C 0.95097 -0.68537 -0.52551 2.49 -3.23 -0.17
C 0.06068 -1.51743 0.05142 -1.73 6.37 -0.33
C 0.88139 0.77343 -0.54664 -1.26 1.98 0.96
C -0.01779 1.54405 0.10822 -2.44 -4.50 0.85
Si -1.09478 -0.06391 0.64863 1.77 0.31 -0.68
Cl -2.88820 -0.02581 -0.27149 -0.86 -0.01 -0.14
H 1.90198 -1.22251 -0.87202 -1.02 1.40 0.05
H 0.07540 -2.52128 0.21613 0.31 -2.51 0.17
H 1.53755 1.36747 -1.05490 2.54 0.60 -1.82
H -0.32038 2.59111 0.19933 0.83 -0.45 -0.44
H -1.08682 -0.23974 2.04683 -0.63 0.03 1.56
```
Positions in Å, forces in eV/Å.

---

| no. | electronic energy (eV) |
| --- | --- |
| 1 | -141300.8293 |
| 2 | -52259.7725 |
| 3 | -135164.0701 |
| 4 | -24627.8673 |